1.
# C15H23F3NO2PRu

A structure of composition C15H23F3NO2PRu at a distorted geometry (ωB97M-V with the def2-TZVPD basis set, the Open Molecules 2025 dataset).

Each line ends with the Löwdin spin population.
Positions of all 46 atoms, in Å:
C -3.645 -3.196 -0.375  0.0434
C -2.732 -3.257 0.673  0.2024
C -1.558 -2.503 0.614  0.2494
C -1.321 -1.642 -0.466  0.0945
C -2.222 -1.608 -1.543  0.1935
C -3.395 -2.371 -1.475  0.2713
C -0.591 -2.581 1.740  0.0592
C 0.811 -2.195 1.331  0.0524
N 1.313 -3.149 0.279  0.0147
Ru 0.191 -0.318 -0.338  2.2218
C -1.929 -0.699 -2.698  0.0297
P -0.258 0.100 -2.426  0.0636
H -2.896 -3.871 1.557  0.0064
H -4.111 -2.298 -2.290  0.0087
H -4.546 -3.803 -0.327  -0.0019
H -2.662 0.122 -2.760  0.0105
H -1.938 -1.230 -3.664  0.0093
H -0.890 -1.877 2.541  0.0235
H -0.596 -3.577 2.207  0.0070
H 1.000 -1.127 1.070  0.0236
C -0.464 1.738 -3.200  0.0140
C 0.850 -0.811 -3.547  0.0401
H 1.467 -2.378 2.193  0.0048
C 1.697 -4.428 0.998  0.0034
C 2.450 -2.629 -0.546  0.0283
H 0.089 1.327 -0.861  0.0827
H 2.269 -5.055 0.302  0.0005
H 2.290 -4.168 1.880  0.0006
H 0.774 -4.936 1.290  0.0003
H 3.145 -3.459 -0.740  0.0018
H 2.069 -2.205 -1.485  0.0133
H 2.941 -1.860 0.061  0.0044
H 0.536 -0.718 -4.596  0.0057
H 1.860 -0.396 -3.434  0.0024
H 0.870 -1.873 -3.268  0.0018
H -0.922 1.688 -4.200  0.0015
H -1.087 2.343 -2.527  0.0024
H 0.527 2.208 -3.255  0.0021
H 0.606 -3.623 -0.327  0.0031
F -1.238 3.089 2.024  0.0010
C -1.963 1.974 2.301  0.0013
F -2.581 2.153 3.492  0.0001
F -2.928 1.869 1.332  0.0003
C -1.077 0.676 2.298  0.0198
O -1.296 -0.148 3.185  0.0510
O -0.195 0.637 1.357  0.1307

## Properties
- E_HOMO (alpha / beta): -14.3310 / -15.8277 eV
- Kohn-Sham gap (alpha / beta): 7.5 / 4.9 eV
- 2S+1: 5
- ΔE to the lowest compared entry with this formula, charge and spin: 0.0 kcal/mol
- Net charge: +2
- Molar mass: 438.39 g/mol
- E_LUMO (alpha / beta): -6.80 / -10.96 eV

=====

2.
# CHF3N3

A cluster of 2 separate species, CHF3N3 in total at a distorted geometry (ωB97M-V with the def2-TZVPD basis set, the Open Molecules 2025 dataset).

Each line ends with the Löwdin charge.
Positions of all 8 atoms, in Å:
C 0.336 1.414 0.832  -0.3892
N 1.053 0.586 1.523  0.3916
N -0.248 0.297 1.177  0.3307
N -0.384 -1.107 -0.645  -0.0032
F 0.308 2.476 0.312  0.4273
F -1.403 -0.569 -1.365  0.0410
F 0.762 -0.954 -1.434  -0.0001
H -0.424 -2.142 -0.401  0.2019

## Properties
- E_HOMO (alpha / beta): -16.1729 / -16.1712 eV
- Kohn-Sham gap (alpha / beta): 8.4 / 8.4 eV
- 2S+1: 1
- ΔE to the lowest compared entry with this formula, charge and spin: 65.7 kcal/mol
- Net charge: +1
- Molar mass: 112.03 g/mol
- E_LUMO (alpha / beta): -7.81 / -7.81 eV

=====

3.
# H6O3

A cluster of 3 separate species, H6O3 in total (ωB97M-V with the def2-TZVPD basis set, the Open Molecules 2025 dataset).

Each line ends with the Löwdin charge.
Positions of all 9 atoms, in Å:
O -3.370 0.909 1.553  -0.0561
H -2.618 1.472 1.371  0.0215
H -3.072 0.028 1.323  0.0263
O 0.427 0.780 0.599  -0.0512
H 0.983 0.917 1.366  0.0313
H 1.003 0.368 -0.045  0.0103
O 2.401 -1.155 -1.983  -0.0482
H 2.344 -1.927 -1.419  0.0321
H 1.902 -1.392 -2.764  0.0340

## Properties
- E_HOMO: -11.2450 eV
- SMILES string: O.O.O
- Kohn-Sham gap: 11.8 eV
- 2S+1: 1
- ΔE to the lowest compared entry with this formula, charge and spin: 11.1 kcal/mol
- Molar mass: 54.05 g/mol
- E_LUMO: 0.57 eV

=====

4.
# C21H45BF3N2O7S3

A cluster of 4 separate species, C21H45BF3N2O7S3 in total at a distorted geometry (ωB97M-V with the def2-TZVPD basis set, the Open Molecules 2025 dataset).

Each line ends with the Löwdin charge.
Positions of all 82 atoms, in Å:
C -0.679 -3.852 1.654  -0.0546
C -2.040 -3.307 0.963  -0.3783
O -2.831 -2.477 1.835  -0.0973
C -1.908 -2.839 -0.532  -0.0797
C -1.038 -1.605 -0.960  -0.1596
C 0.504 -1.612 -0.446  -0.2255
N 1.251 -2.815 -0.900  0.0800
C 1.638 -2.752 -2.111  -0.6669
S 1.947 -2.799 -3.735  0.7145
C 1.248 -0.205 -0.801  -0.1488
C 2.752 -0.214 -0.295  -0.1176
O 3.461 0.807 -1.071  0.0018
C 4.778 0.947 -0.637  -0.5155
F 5.521 -0.213 -0.867  0.1227
F 5.351 1.954 -1.442  0.1037
F 4.876 1.417 0.675  0.1109
C 0.398 1.090 -0.281  -0.2296
C 1.142 1.930 0.851  -0.2131
C 0.325 3.260 1.275  -0.2403
C -0.013 4.216 0.040  -0.5503
S 1.450 4.633 -1.027  0.6605
C -1.134 0.701 0.118  -0.5139
S -1.178 0.236 1.864  0.8901
N -1.636 -0.221 -0.947  -0.0863
C -3.098 -0.128 -1.282  -0.0030
B -4.171 -0.100 -0.085  -0.5215
O -5.170 -1.121 0.045  0.1119
O -4.215 0.969 0.880  0.0799
H -0.231 -3.048 2.344  0.0806
H -0.906 -4.733 2.355  0.0928
H 0.065 -4.250 0.894  0.0686
H -2.662 -4.280 0.897  0.1503
H -2.453 -2.454 2.735  0.0883
H -1.442 -3.756 -1.079  0.1230
H -2.976 -2.824 -0.959  0.1328
H -0.874 -1.810 -2.089  0.1688
H 0.566 -1.643 0.702  0.1300
H 1.305 -0.059 -1.942  0.1519
H 3.254 -1.207 -0.583  0.1396
H 2.888 -0.118 0.825  0.1377
H 0.272 1.815 -1.167  0.1369
H 2.139 2.332 0.444  0.0965
H 1.443 1.307 1.766  0.0943
H -0.653 3.026 1.804  0.0897
H 1.006 3.823 1.992  0.1120
H -0.403 5.199 0.463  0.0824
H -0.890 3.770 -0.550  0.0633
H 2.344 5.239 -0.133  -0.1014
H -1.713 1.685 -0.020  0.1405
H -2.049 1.057 2.561  -0.0530
H -1.216 0.231 -1.793  0.1838
H -3.385 -0.970 -2.008  0.1467
H -3.260 0.832 -1.898  0.1618
H -5.642 -1.177 -0.820  0.1211
H -5.138 1.291 0.967  0.1241
C 4.487 1.725 5.082  -0.0847
C 3.634 1.912 3.844  -0.3326
O 2.275 2.135 4.210  -0.0970
H 4.126 0.879 5.672  0.0799
H 5.531 1.547 4.814  0.0789
H 4.435 2.608 5.725  0.0769
H 3.671 1.020 3.215  0.0983
H 3.983 2.766 3.254  0.1102
H 2.247 2.930 4.757  0.0863
C -1.565 6.544 -3.834  -0.0864
C -2.170 5.229 -3.387  -0.3240
O -2.489 5.283 -2.000  -0.1074
H -0.662 6.765 -3.259  0.0731
H -1.309 6.516 -4.895  0.0789
H -2.262 7.369 -3.662  0.0772
H -1.463 4.411 -3.540  0.1050
H -3.082 5.007 -3.951  0.1070
H -3.121 6.002 -1.874  0.0869
C 0.216 -8.033 -0.965  -0.0839
C -0.853 -7.017 -0.613  -0.3086
O -0.626 -5.798 -1.317  -0.1180
H 1.208 -7.647 -0.715  0.0800
H 0.056 -8.969 -0.427  0.0804
H 0.215 -8.240 -2.039  0.0763
H -0.834 -6.797 0.456  0.1054
H -1.848 -7.393 -0.871  0.1134
H -0.653 -5.998 -2.262  0.0909

## Properties
- E_HOMO: -11.1400 eV
- Kohn-Sham gap: 8.3 eV
- 2S+1: 1
- Net charge: +1
- Molar mass: 601.61 g/mol
- E_LUMO: -2.87 eV

=====

For each record above, in turn, the calculated total energy values are -41515.404; -13658.645; -6239.771; -81145.923 eV.